# 1
61
Properties=species:S:1:pos:R:3 method="wB97M-V/def2-TZVPD" e_tot_ev=-42093.9819 total_charge=0 homo_lumo_gap_ev=8.139 molar_mass_g_mol=462.53
C -5.562 -2.027 -0.440
N -4.040 -1.873 -0.262
C -3.412 -0.600 -0.747
O -4.172 0.140 -1.094
C -2.298 -0.767 -0.155
C -1.629 -1.805 0.331
N -0.220 -1.512 0.432
C -0.131 -0.226 -0.142
C 1.188 0.622 -0.093
N 1.476 0.817 -1.603
C 2.766 1.405 -1.779
C 4.042 0.865 -1.934
N 3.965 -0.541 -1.482
C 4.450 -0.807 0.014
C 5.017 0.084 0.778
C 5.519 -0.099 2.029
C 5.787 -1.247 2.315
C 5.201 -2.328 1.677
C 4.619 -2.101 0.241
C 2.921 -1.540 -1.885
C 1.758 -0.308 -2.352
N -1.238 0.316 -0.648
C -1.403 1.648 -1.102
C -1.809 2.772 0.028
C -3.043 2.738 0.478
C -3.272 3.469 1.558
C -2.365 4.495 1.940
C -1.165 4.609 1.539
C -0.679 3.516 0.486
F 0.329 3.682 -0.215
N -2.215 -3.028 0.471
C -1.419 -4.017 1.365
C -3.430 -2.861 0.331
O -4.171 -3.974 0.617
H -5.742 -2.798 -1.145
H -6.002 -2.198 0.703
H -5.898 -1.194 -1.103
H 2.000 -0.215 0.230
H 1.194 1.392 0.695
H 2.833 2.118 -0.758
H 2.578 2.477 -2.458
H 4.135 0.657 -3.033
H 4.891 1.185 -1.673
H 4.964 1.304 0.427
H 5.899 0.936 2.332
H 6.064 -1.525 3.510
H 5.324 -3.289 1.930
H 4.234 -2.817 -0.145
H 3.279 -1.830 -2.792
H 2.540 -2.071 -1.236
H 0.718 -1.086 -2.154
H 1.881 -0.171 -3.281
H -0.436 1.898 -1.699
H -2.200 1.584 -1.867
H -3.535 1.906 0.224
H -4.114 3.508 2.039
H -2.356 5.120 2.713
H -0.237 5.345 1.461
H -2.228 -4.609 1.728
H -1.037 -3.649 2.064
H -0.887 -4.359 0.607



# 2
12
Properties=species:S:1:pos:R:3 method="wB97M-V/def2-TZVPD" e_tot_ev=-8695.7088 total_charge=0 homo_lumo_gap_ev=8.092 molar_mass_g_mol=95.11
H -1.287 2.224 0.399
N -1.823 1.292 0.111
C -0.856 0.427 -0.133
N -1.026 -1.062 -0.090
N 0.149 -1.735 0.037
C 1.124 -0.953 0.054
C 0.746 0.383 0.005
C 1.670 1.404 -0.122
H -1.960 -1.638 -0.089
H 2.211 -1.144 0.408
H 2.688 1.059 0.171
H 1.148 2.467 -0.122



# 3
144
Properties=species:S:1:pos:R:3 method="wB97M-V/def2-TZVPD" e_tot_ev=-113627.0200 total_charge=+1 homo_lumo_gap_ev=8.980 molar_mass_g_mol=977.31
C 4.612 -1.921 1.274
C 4.031 -0.506 1.288
C 2.537 -0.481 1.648
C 1.580 -0.382 0.450
C 1.704 0.947 -0.279
N 1.143 0.977 -1.638
C 2.076 0.738 -2.747
C 2.960 -0.503 -2.690
C 2.273 -1.757 -3.158
F 1.232 -2.113 -2.390
F 3.108 -2.784 -3.180
F 1.784 -1.590 -4.399
C -0.104 1.311 -1.868
N -0.554 1.459 -3.194
C -1.773 0.664 -3.461
C -1.538 -0.817 -3.269
C -2.838 -1.623 -3.367
C -2.638 -3.089 -2.979
C -2.344 -3.270 -1.487
C -1.536 -4.538 -1.146
O -0.456 -4.271 -0.267
C -0.843 -3.993 1.066
C -0.743 2.892 -3.476
C -1.225 3.677 -2.231
S 0.230 4.583 -1.594
S -2.591 4.825 -2.657
C -1.818 2.778 -1.134
N -0.941 1.624 -0.817
C -1.639 0.487 -0.167
C -1.878 0.712 1.315
O -2.526 1.950 1.537
Si -4.194 2.033 1.679
C -4.791 1.666 3.403
C -5.074 0.870 0.501
C -4.643 3.783 1.204
H 4.020 -2.623 0.683
H 4.768 -2.287 2.290
H 5.607 -1.889 0.819
H 4.252 -0.016 0.335
H 4.578 0.071 2.039
H 2.300 0.279 2.397
H 2.304 -1.442 2.117
H 0.568 -0.536 0.829
H 1.791 -1.226 -0.213
H 1.278 1.775 0.293
H 2.765 1.175 -0.405
H 2.742 1.607 -2.771
H 1.517 0.746 -3.676
H 3.457 -0.692 -1.738
H 3.752 -0.319 -3.421
H -2.637 1.004 -2.872
H -2.033 0.855 -4.504
H -1.113 -1.025 -2.285
H -0.830 -1.193 -4.010
H -3.291 -1.508 -4.355
H -3.558 -1.188 -2.658
H -1.868 -3.544 -3.609
H -3.564 -3.625 -3.211
H -3.296 -3.299 -0.948
H -1.766 -2.435 -1.084
H -2.180 -5.312 -0.713
H -1.080 -4.935 -2.055
H -1.926 -4.079 1.205
H -0.555 -2.971 1.336
H -0.348 -4.692 1.744
H -1.421 3.003 -4.320
H 0.218 3.312 -3.797
H -0.112 4.592 -0.302
H -1.821 5.772 -3.200
H -2.821 2.448 -1.424
H -1.904 3.368 -0.226
H -2.604 0.332 -0.666
H -1.077 -0.439 -0.305
H -2.473 -0.132 1.690
H -0.940 0.710 1.877
H -4.835 0.591 3.595
H -4.196 2.159 4.171
H -5.822 2.029 3.467
H -6.143 0.909 0.723
H -4.950 1.197 -0.537
H -4.752 -0.174 0.551
H -3.777 4.335 0.827
H -5.371 3.765 0.388
H -5.091 4.335 2.029
C 10.078 -1.306 4.891
C 9.020 -1.693 5.899
O 7.844 -2.225 5.261
C 7.935 -3.498 4.883
O 8.876 -4.225 5.042
O 6.783 -3.837 4.296
C 6.749 -5.178 3.794
H 9.665 -0.620 4.150
H 10.912 -0.817 5.394
H 10.457 -2.184 4.369
H 8.667 -0.821 6.446
H 9.400 -2.415 6.620
H 7.021 -5.892 4.568
H 7.415 -5.284 2.940
H 5.726 -5.360 3.480
C 2.379 -10.597 5.322
C 3.441 -10.220 6.330
O 4.196 -9.071 5.903
C 3.608 -7.897 6.105
O 2.538 -7.709 6.618
O 4.421 -6.943 5.641
C 3.906 -5.618 5.764
H 2.823 -10.738 4.336
H 1.893 -11.525 5.622
H 1.620 -9.819 5.247
H 4.179 -11.012 6.430
H 3.012 -10.028 7.312
H 3.594 -5.403 6.783
H 3.064 -5.474 5.087
H 4.713 -4.948 5.485
C -7.444 10.206 2.024
C -8.390 9.156 1.486
O -7.984 8.691 0.185
C -7.009 7.793 0.177
O -6.462 7.318 1.139
O -6.736 7.485 -1.094
C -5.665 6.555 -1.245
H -7.336 11.022 1.309
H -7.829 10.610 2.960
H -6.458 9.783 2.211
H -9.383 9.571 1.332
H -8.476 8.308 2.164
H -5.832 5.672 -0.636
H -4.717 7.017 -0.970
H -5.643 6.280 -2.296
C -1.545 4.639 -8.463
C -1.466 4.511 -6.959
O -1.489 3.129 -6.539
C -0.332 2.482 -6.641
O 0.721 2.941 -6.990
O -0.531 1.223 -6.237
C 0.628 0.383 -6.302
H -2.416 4.106 -8.844
H -1.625 5.688 -8.743
H -0.656 4.223 -8.937
H -2.338 4.957 -6.485
H -0.574 4.995 -6.562
H 1.467 0.850 -5.789
H 0.904 0.176 -7.334
H 0.342 -0.536 -5.809



# 4
16
Properties=species:S:1:pos:R:3 method="wB97M-V/def2-TZVPD" e_tot_ev=-11915.6807 total_charge=0 homo_lumo_gap_ev="7.598 / 7.597" molar_mass_g_mol=125.13
C 0.336 1.593 -0.463
C -0.256 -1.182 -0.327
C 1.092 -1.268 -0.493
C -1.075 1.356 -0.069
C -1.185 -0.135 0.387
C 1.924 -0.168 -0.023
N 1.291 0.978 0.022
O -2.614 -0.419 0.324
O 3.177 -0.244 0.395
H -0.876 -2.124 -0.696
H 1.386 -2.278 -0.886
H -1.558 1.587 -0.943
H -1.374 1.998 0.618
H -0.809 -0.091 1.373
H -2.876 0.105 -0.402
H 3.415 0.291 1.183



# 5
55
Properties=species:S:1:pos:R:3 method="wB97M-V/def2-TZVPD" e_tot_ev=-66732.5492 total_charge=+1 homo_lumo_gap_ev=6.672 molar_mass_g_mol=513.54
C -2.982 -0.755 -0.695
C -1.926 -1.378 -1.423
C -1.709 -2.688 -0.877
H -1.492 -0.975 -2.334
C -2.632 -2.887 0.206
C -3.428 -1.682 0.324
H -4.322 -1.593 0.911
H -3.505 0.141 -0.997
H -0.973 -3.397 -1.226
H -2.710 -3.729 0.868
Lu -1.167 -1.256 0.904
C 5.236 0.652 0.179
H 4.975 -0.208 0.810
H 5.454 0.313 -0.846
H 4.414 1.381 0.166
Si 1.124 0.086 -0.224
C 0.802 1.750 -0.947
C -0.210 2.038 -1.888
H -0.882 1.250 -2.217
C -0.336 3.321 -2.433
H -1.087 3.537 -3.221
C 0.526 4.348 -1.985
H 0.433 5.357 -2.405
C 1.499 4.090 -0.994
H 2.165 4.906 -0.652
C 1.611 2.803 -0.471
H 2.347 2.581 0.300
C 1.619 -1.106 -1.543
C 1.978 -0.593 -2.808
H 1.956 0.486 -2.962
C 2.352 -1.440 -3.850
H 2.653 -1.020 -4.826
C 2.353 -2.831 -3.643
H 2.660 -3.501 -4.452
C 1.961 -3.372 -2.400
H 1.965 -4.466 -2.251
C 1.586 -2.509 -1.364
H 1.277 -2.934 -0.404
H 2.109 0.119 0.893
H 6.139 1.139 0.594
N -3.213 0.709 1.929
C -2.806 1.398 3.098
C -2.535 0.508 4.342
C -1.815 -0.806 3.953
N -0.459 -0.483 3.156
H -2.501 0.181 1.472
H -4.159 0.443 1.772
H -1.852 1.834 2.858
H -3.479 2.222 3.319
H -1.944 1.020 5.084
H -3.485 0.266 4.795
H -1.455 -1.321 4.838
H -2.479 -1.527 3.414
H 0.126 -0.060 3.866
H 0.223 -0.362 2.288



# 6
8
Properties=species:S:1:pos:R:3 method="wB97M-V/def2-TZVPD" e_tot_ev=-52881.6397 total_charge=+1 multiplicity=2 homo_lumo_gap_ev="7.751 / 7.331" molar_mass_g_mol=144.60
O -0.539 1.543 0.144
C 2.891 0.018 0.808
C 1.754 0.221 0.311
C 0.546 0.526 -0.303
C -0.508 -0.286 -0.302
O -1.154 -1.310 -0.421
Cu -2.012 -2.540 0.431
H -0.979 1.827 -0.667



# 7
16
Properties=species:S:1:pos:R:3 method="wB97M-V/def2-TZVPD" e_tot_ev=-12377.8396 total_charge=0 homo_lumo_gap_ev="6.443 / 6.458" molar_mass_g_mol=134.14
C -0.196 -1.716 -0.996
C 0.225 -1.047 1.371
C -0.417 -0.410 -1.298
C 0.119 1.800 -0.719
C -0.194 0.183 1.029
C -0.089 3.342 0.981
C 0.442 -2.141 0.273
N -0.017 0.546 -0.246
N -0.155 2.893 -0.157
O -0.144 4.066 1.927
H -0.634 -2.631 -1.566
H 0.240 -1.451 2.442
H -0.961 0.107 -2.187
H 0.704 2.042 -1.625
H -0.264 -2.988 0.725
H 1.343 -2.594 0.045



# 8
55
Properties=species:S:1:pos:R:3 method="wB97M-V/def2-TZVPD" e_tot_ev=-105693.0799 total_charge=+2 multiplicity=3 homo_lumo_gap_ev="6.160 / 7.370" molar_mass_g_mol=656.95
Mo 0.006 -1.374 -0.943
O 1.965 -1.567 -1.002
N 2.705 -1.303 0.106
N 1.914 -1.189 1.166
O 0.647 -1.304 1.005
C 2.427 -0.884 2.492
C 1.505 -1.031 3.512
C 1.940 -0.756 4.817
C 3.236 -0.327 5.048
C 4.084 -0.136 4.004
C 3.692 -0.418 2.725
H 0.507 -1.418 3.314
H 1.245 -0.940 5.632
H 3.606 -0.069 6.025
H 5.080 0.174 4.216
H 4.357 -0.358 1.859
Se -0.994 -0.855 -3.058
C -2.506 -1.373 -1.960
C -2.546 -0.890 -0.625
C -3.444 -1.559 0.272
C -4.252 -2.591 -0.181
C -4.265 -2.901 -1.546
C -3.379 -2.337 -2.397
H -2.151 0.049 -0.271
H -3.531 -1.261 1.335
H -4.936 -3.165 0.490
H -4.953 -3.651 -1.897
H -3.409 -2.620 -3.408
N 0.095 0.794 -0.499
C 0.103 1.967 -0.384
N 0.061 3.257 -0.505
C -0.081 3.852 -1.873
C 0.735 5.109 -2.073
C 0.938 6.005 -0.808
C -0.088 5.648 0.225
C 0.099 4.193 0.688
H -1.187 4.012 -1.940
H 0.191 3.039 -2.535
H 0.220 5.610 -2.887
H 1.724 4.926 -2.523
H 0.796 7.021 -1.151
H 1.915 5.848 -0.404
H -1.111 5.707 -0.139
H -0.120 6.317 1.109
H -0.709 3.883 1.384
H 1.088 4.059 1.193
C -1.848 -5.206 -1.660
Te -0.207 -4.219 -0.675
C 1.041 -4.800 -2.290
H -1.972 -4.683 -2.601
H -2.679 -5.209 -0.972
H -1.315 -6.192 -1.796
H 1.838 -5.379 -1.799
H 1.353 -3.956 -2.844
H 0.567 -5.555 -2.977



# 9
10
Properties=species:S:1:pos:R:3 method="wB97M-V/def2-TZVPD" e_tot_ev=-8417.3605 total_charge=0 homo_lumo_gap_ev=12.073 molar_mass_g_mol=85.08
N -3.708 -0.863 0.228
C -2.704 -0.356 0.091
C -1.289 0.628 -0.052
F -1.590 1.936 -0.221
C -0.084 0.179 0.761
C -0.123 -0.020 -0.708
H -0.188 -0.828 1.360
H 0.514 0.933 1.401
H 0.469 0.835 -1.086
H -0.234 -0.882 -1.246



# 10
12
Properties=species:S:1:pos:R:3 method="wB97M-V/def2-TZVPD" e_tot_ev=-21300.3480 total_charge=0 homo_lumo_gap_ev=8.689 molar_mass_g_mol=133.15
F -0.189 -3.347 0.570
C -0.456 -2.301 -0.428
C -0.227 -1.081 -0.068
N -0.498 0.143 -0.813
C -0.116 1.190 -0.179
S 0.262 2.861 -0.652
C 0.506 0.633 1.131
O 0.375 -0.764 1.005
H -0.660 -2.745 -1.446
H -0.956 0.009 -1.659
H -0.218 0.868 2.011
H 1.590 0.677 1.316



# 11
99
Properties=species:S:1:pos:R:3 method="wB97M-V/def2-TZVPD" e_tot_ev=-200706.5900 total_charge=0 multiplicity=6 homo_lumo_gap_ev="5.059 / 7.440" molar_mass_g_mol=1001.25
Fe -0.306 0.580 1.503
Cl -5.023 2.092 -0.129
C -3.792 3.154 0.478
C -3.816 4.503 0.115
C -2.961 5.419 0.703
Cl -3.040 7.082 0.203
C -2.077 5.058 1.738
C -1.216 5.877 2.521
C -0.478 5.270 3.558
C -0.579 3.936 3.846
N -1.393 3.128 3.084
C -2.088 3.697 2.044
C -2.855 2.738 1.401
O -2.573 1.481 1.901
H -4.529 4.834 -0.626
H -1.153 6.938 2.337
H 0.182 5.874 4.165
H -0.031 3.459 4.644
O 3.018 2.767 2.384
C 1.983 2.697 1.736
O 1.046 1.844 1.955
C 1.742 3.658 0.602
C 2.663 4.668 0.348
C 2.478 5.535 -0.719
C 1.374 5.400 -1.547
C 0.463 4.398 -1.269
C 0.627 3.530 -0.210
N -0.727 4.242 -2.130
O -1.574 3.440 -1.779
O -0.783 4.922 -3.139
H 3.521 4.758 1.001
H 3.195 6.322 -0.909
H 1.210 6.053 -2.392
H -0.117 2.762 -0.034
N 3.258 -0.277 3.824
C 3.619 -0.639 2.459
C 2.343 -0.780 1.655
O 2.254 -0.725 0.461
O 1.266 -0.996 2.451
H 3.981 -0.536 4.482
H 1.647 -0.850 3.366
H 3.149 0.738 3.863
H 4.102 -1.619 2.449
H 4.270 0.071 1.947
C 0.129 -2.354 -0.841
C -0.583 -3.344 -1.748
As 0.497 -4.919 -2.281
C 1.171 -5.344 -0.494
C 2.215 -4.676 0.145
C 2.569 -5.004 1.446
C 1.881 -5.999 2.128
C 0.839 -6.667 1.504
C 0.492 -6.344 0.199
C 2.040 -4.003 -3.046
C 1.853 -2.895 -3.867
C 2.932 -2.284 -4.492
C 4.212 -2.788 -4.317
C 4.405 -3.915 -3.529
C 3.326 -4.521 -2.903
P -0.881 -0.895 -0.370
C -2.384 -1.667 0.319
C -2.331 -1.989 1.675
C -3.411 -2.588 2.303
C -4.552 -2.886 1.572
C -4.604 -2.591 0.217
C -3.528 -1.979 -0.408
C -1.320 -0.086 -1.925
C -2.508 0.622 -2.039
C -2.815 1.285 -3.217
C -1.928 1.254 -4.283
C -0.717 0.587 -4.157
C -0.406 -0.073 -2.978
H 1.059 -1.988 -1.280
H 0.393 -2.827 0.107
H -0.952 -2.873 -2.661
H -1.450 -3.773 -1.241
H 2.756 -3.893 -0.373
H 3.383 -4.479 1.930
H 2.158 -6.253 3.143
H 0.300 -7.445 2.029
H -0.318 -6.875 -0.289
H 0.855 -2.507 -4.035
H 2.772 -1.417 -5.120
H 5.055 -2.311 -4.799
H 5.399 -4.324 -3.404
H 3.487 -5.405 -2.297
H -1.437 -1.778 2.257
H -3.367 -2.804 3.362
H -5.404 -3.338 2.061
H -5.491 -2.829 -0.355
H -3.590 -1.731 -1.460
H -3.192 0.657 -1.205
H -3.743 1.837 -3.293
H -2.167 1.771 -5.202
H -0.007 0.594 -4.973
H 0.558 -0.553 -2.874
F -2.941 1.625 4.272
B -2.010 1.728 3.275
F -0.978 0.749 3.470



# 12
12
Properties=species:S:1:pos:R:3 method="wB97M-V/def2-TZVPD" e_tot_ev=-5750.1565 total_charge=0 homo_lumo_gap_ev=10.945 molar_mass_g_mol=69.11
C -1.768 0.453 0.231
C -1.234 -0.321 1.319
N -0.910 -0.912 2.243
H -2.422 1.224 0.639
H -2.338 -0.197 -0.433
H -0.960 0.927 -0.323
C 1.063 -0.985 0.055
C 1.813 0.084 -0.127
H 1.181 -1.623 0.911
H 0.334 -1.301 -0.673
H 1.720 0.718 -0.995
H 2.561 0.381 0.589